1.
ORCA calculation (ωB97M-V with the def2-TZVPD basis set) on 9 unconnected molecules or ions with the total composition C38H72BrCl16N2OSi.

The geometry in XYZ format:
```
131
Properties=species:S:1:pos:R:3
C 6.288 2.714 1.378
Si 6.820 2.374 -0.425
C 8.605 3.087 -0.577
C 5.781 3.283 -1.734
C 4.298 2.760 -1.923
C 3.292 3.357 -0.842
C 1.810 3.088 -1.365
C 0.733 3.737 -0.379
C -0.729 3.385 -0.839
C -1.235 1.948 -0.390
C -1.783 1.958 1.115
N -3.249 2.107 1.254
C -3.742 3.457 0.943
C -4.217 3.694 -0.536
N -5.260 2.682 -0.884
C -4.690 1.301 -0.753
C -5.953 0.310 -0.870
C -5.810 -0.526 -2.197
O -6.912 -1.405 -2.370
C -4.060 1.023 0.691
Br -3.212 -0.739 0.598
C 6.899 0.486 -0.635
C 5.764 -0.433 -0.642
C 5.974 -1.896 -0.773
C 7.299 -2.487 -0.887
C 8.447 -1.571 -0.901
C 8.247 -0.129 -0.775
H 7.057 2.262 2.056
H 5.334 2.136 1.560
H 6.144 3.813 1.548
H 8.973 2.975 -1.638
H 9.253 2.454 0.088
H 8.632 4.162 -0.264
H 6.291 3.340 -2.738
H 5.693 4.357 -1.385
H 4.203 1.646 -2.020
H 3.935 3.177 -2.911
H 3.376 4.476 -0.782
H 3.364 2.844 0.150
H 1.568 1.985 -1.385
H 1.634 3.519 -2.385
H 0.954 3.528 0.698
H 0.848 4.853 -0.530
H -0.779 3.429 -1.957
H -1.439 4.131 -0.379
H -0.310 1.296 -0.358
H -1.927 1.455 -1.116
H -1.333 2.892 1.567
H -1.347 1.124 1.732
H -2.952 4.223 1.159
H -4.607 3.700 1.625
H -4.702 4.717 -0.626
H -3.413 3.653 -1.311
H -6.107 2.796 -0.313
H -5.554 2.785 -1.869
H -4.023 1.017 -1.603
H -6.076 -0.332 0.038
H -6.908 0.912 -0.966
H -5.727 0.227 -3.043
H -4.816 -1.064 -2.134
H -6.632 -2.159 -2.925
H -4.955 0.902 1.373
H 4.736 -0.025 -0.529
H 5.105 -2.592 -0.757
H 7.495 -3.584 -0.963
H 9.487 -1.981 -0.984
H 9.181 0.485 -0.780
Cl -8.137 -5.242 0.749
C -6.617 -4.360 1.045
C -6.108 -3.677 -0.203
Cl -5.546 -4.841 -1.432
H -5.885 -5.066 1.444
H -6.827 -3.618 1.817
H -5.251 -3.044 0.036
H -6.875 -3.052 -0.657
Cl -6.609 5.946 1.766
C -6.905 6.069 3.522
C -5.711 6.628 4.259
Cl -4.335 5.495 4.261
H -7.176 5.080 3.889
H -7.765 6.727 3.651
H -5.974 6.809 5.302
H -5.376 7.569 3.824
Cl -7.138 5.786 -1.605
C -6.786 6.644 -3.131
C -5.339 6.501 -3.542
Cl -4.238 7.370 -2.444
H -7.067 7.688 -3.001
H -7.433 6.210 -3.894
H -5.194 6.925 -4.536
H -5.031 5.455 -3.570
Cl -5.185 -6.219 5.182
C -3.690 -6.939 4.529
C -3.111 -6.121 3.395
Cl -4.136 -6.176 1.936
H -3.916 -7.957 4.213
H -2.979 -6.989 5.352
H -2.139 -6.518 3.112
H -2.982 -5.076 3.678
Cl -0.753 -4.410 -3.713
C -1.238 -3.540 -2.239
C -1.821 -2.179 -2.547
Cl -0.599 -1.043 -3.174
H -0.367 -3.464 -1.589
H -1.986 -4.158 -1.738
H -2.224 -1.734 -1.637
H -2.627 -2.247 -3.279
Cl 8.988 -4.757 -2.167
C 9.333 -3.874 -3.676
C 10.790 -3.961 -4.066
Cl 11.841 -3.061 -2.944
H 9.014 -2.840 -3.541
H 8.713 -4.322 -4.453
H 10.933 -3.522 -5.054
H 11.135 -4.994 -4.099
Cl 5.061 -1.765 1.574
C 3.721 -2.059 2.716
C 4.004 -3.215 3.650
Cl 4.021 -4.781 2.796
H 2.815 -2.228 2.134
H 3.589 -1.143 3.294
H 3.221 -3.277 4.408
H 4.960 -3.098 4.158
Cl -0.130 -7.436 1.465
C 1.179 -7.054 2.615
C 1.041 -7.822 3.909
Cl -0.368 -7.270 4.849
H 1.175 -5.979 2.786
H 2.116 -7.317 2.124
H 1.922 -7.662 4.532
H 0.940 -8.892 3.735
```

- E (eV) = -323874.191
- LUMO (Ha) = -0.10331
- total charge = +1
- HOMO (eV) = -9.779
- gap between HOMO and LUMO (hartree) = 0.2561
- multiplicity = 1
- maximum force (eV/Å) = 3.56

2.
ORCA calculation (ωB97M-V with the def2-TZVPD basis set) on 2 unconnected molecules or ions with the total composition C3H10O2.

The geometry in XYZ format:
```
15
Properties=species:S:1:pos:R:3
C -1.097 -0.647 0.185
C -0.113 0.430 -0.240
C -0.448 1.753 -0.978
O 1.177 -0.065 -0.708
H -1.699 -0.754 -0.692
H -1.623 -0.351 1.084
H -0.737 -1.730 0.387
H 0.132 0.832 0.830
H -0.283 2.621 -0.501
H -1.428 1.787 -1.317
H 0.118 1.956 -1.944
H 0.906 -0.810 -1.291
H 0.938 -1.508 1.813
H 2.418 -1.421 1.689
O 1.741 -2.092 1.682
```

- E (eV) = -7366.560
- LUMO (Ha) = 0.03027
- HOMO (eV) = -10.177
- gap between HOMO and LUMO (hartree) = 0.4043
- multiplicity = 1
- maximum force (eV/Å) = 5.66

3.
ORCA calculation (ωB97M-V with the def2-TZVPD basis set) on 2 unconnected molecules or ions with the total composition CH5Cl3Si2.

The geometry in XYZ format:
```
11
Properties=species:S:1:pos:R:3
C -2.043 -1.411 -0.007
Si 2.133 1.614 -0.376
Si -2.821 -1.589 -1.747
Cl 2.058 -0.224 -1.171
Cl 0.511 1.908 0.779
Cl -4.003 0.126 -1.823
H -1.480 -0.483 0.087
H -2.810 -1.407 0.768
H -1.362 -2.231 0.212
H 2.098 2.609 -1.436
H 3.309 1.749 0.470
```

- E (eV) = -54443.201
- LUMO (Ha) = -0.01861
- HOMO (eV) = -8.646
- gap between HOMO and LUMO (hartree) = 0.2991
- multiplicity = 1
- maximum force (eV/Å) = 0.86

4.
ORCA calculation (ωB97M-V with the def2-TZVPD basis set) on a gas-phase ion, C4H4N3 (charge +1).

The geometry in XYZ format:
```
11
Properties=species:S:1:pos:R:3
C 0.346 0.467 -0.710
C 1.551 0.009 -0.748
C -0.699 0.117 0.206
C 0.651 -1.425 1.343
N 1.794 -3.079 2.573
N 1.141 -2.313 2.054
N -0.476 -0.789 1.150
H 0.053 1.216 -1.450
H 2.556 -0.297 -0.882
H -1.667 0.582 0.145
H -1.275 -0.987 1.764
```

- E (eV) = -8668.768
- LUMO (alpha / beta) (Ha) = -0.24367 / -0.24386
- total charge = +1
- HOMO (alpha / beta) (eV) = -12.922 / -12.919
- gap between HOMO and LUMO (alpha / beta) (hartree) = 0.2312 / 0.2309
- multiplicity = 1
- maximum force (eV/Å) = 5.73